# C6H6N2

An isolated molecule of C6H6N2 in a non-equilibrium geometry (the ωB97M-V functional and the def2-TZVPD basis, the Open Molecules 2025 dataset).

```
14
Properties=species:S:1:pos:R:3:forces:R:3
C 0.84323 -0.21453 0.65103 0.6 -0.8 0.5
C -1.31258 0.06539 -0.06101 -0.9 1.0 -1.1
N 1.25665 -1.37372 0.16764 0.1 0.2 0.1
N -1.68004 -1.21868 -0.08557 0.2 0.0 0.2
C 1.32890 1.03972 0.23436 -0.7 0.8 -1.1
C 0.44607 1.93275 -0.30963 0.9 0.1 0.5
C -2.17979 1.21056 -0.37088 0.5 -0.2 0.0
C -0.83385 1.35602 -0.43934 -0.7 -1.3 1.0
H 1.68199 -1.48787 -0.74902 0.1 0.1 0.1
H 1.19619 -2.21327 0.72829 -0.2 0.1 -0.2
H -2.66317 -1.44415 -0.06108 0.1 0.2 0.0
H -1.02856 -1.95084 0.14208 0.0 0.1 0.0
H 2.36043 1.29420 0.46044 -0.1 -0.1 0.1
H 0.58453 3.00440 -0.30731 0.1 0.0 -0.2
```
Positions in Å, forces in eV/Å.

Summary:
Lowest unoccupied orbital energy (Eh): 0.0134
HOMO-LUMO gap (eV): 7.9
M (g/mol): 106.128
Relative energy (zero: lowest compared OMol25 entry of this formula, charge and spin) (eV): 5.848

---

# C8H9N3

An isolated molecule of C8H9N3 in a non-equilibrium geometry (the ωB97M-V functional and the def2-TZVPD basis, the Open Molecules 2025 dataset).

```
20
Properties=species:S:1:pos:R:3:forces:R:3
C 0.91600 2.06818 -0.17849 0.1 0.2 0.1
N 0.33090 0.77572 -0.01869 1.5 -2.7 -0.5
C -0.97904 0.47436 0.01355 -0.7 -0.2 0.0
N -1.95281 1.35490 0.21729 0.6 0.2 0.0
C -3.17480 0.83958 0.19133 -0.3 0.1 0.0
N -3.52190 -0.41098 -0.01591 -0.6 -0.1 0.0
C -2.53865 -1.29789 -0.21306 0.4 0.1 0.0
C -1.22599 -0.90992 -0.19390 -0.1 0.4 0.0
C 0.05825 -1.61213 -0.37242 -0.1 -0.3 0.0
C 0.99381 -1.53035 0.81469 0.2 -0.2 0.0
C 1.11329 -0.54318 -0.29299 -1.3 2.4 0.7
H 0.15616 2.80199 0.08441 0.1 0.1 0.0
H 1.77650 2.18369 0.48570 -0.1 0.0 0.0
H 1.23915 2.23450 -1.21115 0.0 0.1 0.0
H -3.98057 1.54659 0.34976 -0.1 0.0 0.0
H -2.84896 -2.32045 -0.39166 0.1 -0.1 0.0
H 0.11539 -2.45346 -1.04780 0.1 0.0 0.0
H 0.58454 -1.19311 1.75531 0.0 0.1 0.0
H 1.75658 -2.28836 0.90622 0.1 -0.1 -0.1
H 1.97729 -0.42438 -0.92453 0.1 -0.1 -0.1
```
Positions in Å, forces in eV/Å.

Summary:
Lowest unoccupied orbital energy (Eh): 0.0315
HOMO-LUMO gap (eV): 9.1
M (g/mol): 147.181
Relative energy (zero: lowest compared OMol25 entry of this formula, charge and spin) (eV): 0.818

---

# C24H14F2N4O3S

An isolated molecule of C24H14F2N4O3S in a non-equilibrium geometry (the ωB97M-V functional and the def2-TZVPD basis, the Open Molecules 2025 dataset).

```
48
Properties=species:S:1:pos:R:3:forces:R:3
O -0.74356 -2.47636 1.81604 -0.5 1.7 -0.2
C -1.20900 -1.39529 1.39196 2.6 -2.6 -0.1
N -0.41608 -0.56628 0.61646 -0.9 0.2 0.7
C 0.95232 -0.71124 0.31439 0.5 -0.3 -0.8
C 1.40234 -0.12555 -0.89130 0.5 -0.4 0.4
C 2.73709 -0.27438 -1.27358 0.1 0.5 -0.3
C 3.63881 -0.98257 -0.50662 -0.1 -0.2 0.8
O 4.96105 -1.16463 -0.89396 0.5 0.8 -0.2
C 5.78618 -0.08419 -1.04897 0.6 1.7 0.5
N 5.46503 1.16156 -0.68729 -1.2 -0.8 0.4
C 6.34785 2.15711 -0.81081 1.7 -1.3 -0.9
N 7.56621 2.00905 -1.34692 -0.4 1.5 0.5
C 7.88770 0.79871 -1.73532 0.3 0.0 -0.3
S 9.33380 0.36206 -2.57724 0.3 -0.8 -0.1
C 8.81770 -1.32971 -2.66022 -0.5 -0.1 0.1
C 7.59563 -1.52795 -2.08677 1.3 0.8 -0.6
C 7.07371 -0.28430 -1.57517 -1.7 -2.8 0.0
C 3.17588 -1.59564 0.66903 0.2 0.2 -0.8
F 3.96220 -2.40325 1.40083 0.2 0.3 -0.2
C 1.87545 -1.45602 1.07591 -1.0 0.2 -0.1
C -2.61731 -1.12784 1.69229 -2.0 0.4 0.8
C -3.25698 -1.80953 2.71946 0.6 0.8 -1.4
C -4.62503 -1.55309 2.98651 0.3 0.6 0.0
C -5.29082 -0.57252 2.33472 0.9 0.0 -1.0
N -4.69296 0.11338 1.24630 -1.3 -1.7 1.9
C -5.55434 0.93482 0.46978 -1.1 1.9 -0.2
C -6.86824 0.53915 0.13540 0.8 1.6 -0.6
C -7.71531 1.40591 -0.58149 0.6 0.3 0.1
C -7.29974 2.67939 -0.92080 1.0 0.4 0.8
F -8.08815 3.53028 -1.62249 0.2 -0.7 0.3
C -6.06895 3.15012 -0.45803 1.1 -0.8 0.0
C -5.18678 2.28239 0.22615 -0.9 -0.6 -0.8
C -3.37407 -0.14706 0.90085 1.2 0.4 -0.4
O -2.83517 0.46815 -0.02214 -0.5 0.1 0.0
H -0.90314 0.18019 0.13521 -0.1 -0.1 0.1
H 0.74227 0.41562 -1.56120 -0.1 0.0 0.3
H 3.13919 0.20680 -2.17807 -0.4 -0.3 0.4
H 6.16055 3.17100 -0.48423 -0.7 -0.2 0.2
H 9.38401 -2.12313 -3.17572 -0.1 0.8 0.4
H 7.10490 -2.48107 -2.09135 -0.3 -0.1 0.2
H 1.57497 -2.00362 1.95240 -0.2 0.0 0.1
H -2.72466 -2.51589 3.33875 0.2 -0.1 -0.2
H -5.08133 -2.04989 3.81110 -0.4 -0.2 0.4
H -6.29419 -0.28722 2.63386 0.2 0.1 -0.4
H -7.26184 -0.39294 0.42518 -0.2 -1.1 0.2
H -8.70114 1.14691 -0.88977 -0.6 -0.5 0.0
H -5.68904 4.13369 -0.71864 -0.4 0.0 0.1
H -4.18701 2.59490 0.50551 -0.2 0.1 0.0
```
Positions in Å, forces in eV/Å.

Summary:
Lowest unoccupied orbital energy (Eh): -0.0254
HOMO-LUMO gap (eV): 7.7
M (g/mol): 476.464
Relative energy (zero: lowest compared OMol25 entry of this formula, charge and spin) (eV): 0.000

---

# C6H18NO

A cluster of 2 separate species, C6H18NO in total in a non-equilibrium geometry (the ωB97M-V functional and the def2-TZVPD basis, the Open Molecules 2025 dataset).

```
26
Properties=species:S:1:pos:R:3:forces:R:3
O -2.15166 -4.89398 0.56195 -0.8 -0.1 0.0
C -1.67453 -5.76811 2.80308 0.0 0.1 0.2
C -1.38203 -5.83311 1.31450 0.5 -0.2 -0.1
H -3.09787 -5.10789 0.70102 0.8 0.2 -0.1
H -1.49103 -4.74870 3.18221 -0.1 -0.4 -0.1
H -1.02404 -6.46990 3.35169 -0.3 0.2 -0.2
H -2.72624 -6.03378 3.00292 0.4 0.1 0.0
H -0.32710 -5.56292 1.11552 -0.5 -0.2 0.1
H -1.54410 -6.85979 0.93361 0.1 0.4 0.1
C 0.23289 -1.41354 -0.57457 0.2 0.0 1.0
C -1.56764 -1.28485 -2.20702 -1.0 0.1 -0.1
C 0.66106 -0.49898 -2.78899 0.5 0.7 -0.5
C 0.24339 -2.88111 -2.51610 0.2 -1.0 -0.3
N -0.10758 -1.51962 -2.02167 0.0 0.0 0.0
H -0.02144 -0.41014 -0.19362 0.1 -0.4 -0.4
H 1.31161 -1.58510 -0.42113 -0.5 0.1 -0.3
H -0.32889 -2.16355 0.00724 0.1 0.2 -0.4
H -1.84314 -0.27994 -1.84525 0.3 -0.4 -0.1
H -1.83541 -1.36017 -3.27436 0.3 0.0 0.4
H -2.15057 -2.03334 -1.64440 0.4 0.2 -0.2
H 1.74481 -0.65981 -2.66158 -0.5 -0.1 0.1
H 0.41948 -0.56508 -3.86318 0.0 -0.1 0.5
H 0.41176 0.51516 -2.43407 0.0 -0.5 0.0
H 1.32223 -3.06991 -2.38547 -0.5 0.3 0.0
H -0.31826 -3.64836 -1.95710 0.1 0.5 -0.1
H -0.00310 -2.97519 -3.58707 0.1 0.2 0.5
```
Positions in Å, forces in eV/Å.

Summary:
Lowest unoccupied orbital energy (Eh): -0.0993
HOMO-LUMO gap (eV): 10.4
M (g/mol): 120.216
Total charge: +1
Relative energy (zero: lowest compared OMol25 entry of this formula, charge and spin) (eV): 1.030

---

# C6H15NO

A cluster of 2 separate species, C6H15NO in total in a non-equilibrium geometry (the ωB97M-V functional and the def2-TZVPD basis, the Open Molecules 2025 dataset).

```
23
Properties=species:S:1:pos:R:3:forces:R:3
C -2.11128 0.95574 0.18243 -2.8 -3.5 0.5
N -1.01547 0.20992 0.83476 3.4 4.6 -2.9
C -0.27924 1.18190 1.68179 0.6 -5.4 3.3
C 1.18310 1.18409 1.35465 1.5 0.1 -0.9
C 1.48457 0.37361 0.02041 -1.1 0.7 0.6
C 0.07002 -0.36134 -0.17275 0.1 -2.0 0.0
C 0.04492 -1.88005 0.14037 1.7 -0.6 0.3
H -1.78465 1.90126 -0.21567 0.4 0.3 -0.1
H -2.56042 0.26581 -0.64078 0.6 1.5 1.4
H -2.86106 1.09949 1.02961 0.6 0.2 -1.4
H -0.45834 0.70048 2.77523 0.4 1.3 -2.0
H -0.61767 2.12943 1.68081 -2.2 2.9 -0.1
H 1.58631 2.19904 1.34331 -0.4 0.2 -0.5
H 1.73413 0.80444 2.18233 0.5 -0.9 0.5
H 2.52183 -0.13269 0.12364 -2.3 0.0 -0.3
H 1.52666 1.00447 -0.89956 0.3 -0.1 1.0
H -0.36245 -0.07690 -1.13760 0.1 -0.1 0.2
H 0.05211 -1.77194 1.21517 0.4 -0.9 0.6
H -0.85174 -2.46191 -0.05809 -0.2 0.4 -0.5
H 0.96586 -2.53300 -0.14703 -1.6 1.6 0.2
H 1.16279 -1.53878 -2.66203 2.7 -1.2 3.2
H -0.27318 -1.23159 -2.94287 0.9 -0.3 -0.7
O 0.62195 -1.31884 -3.34139 -3.7 1.4 -2.6
```
Positions in Å, forces in eV/Å.

Summary:
Lowest unoccupied orbital energy (spin up / spin down) (Eh): -0.1081 / -0.2909
HOMO-LUMO gap (spin up / spin down) (eV): 11.9 / 6.9
M (g/mol): 117.192
Total charge: +1
Multiplicity: 2
Relative energy (zero: lowest compared OMol25 entry of this formula, charge and spin) (eV): 3.044

---

# C3H9O6SSi

A cluster of 2 separate species, C3H9O6SSi in total in a non-equilibrium geometry (the ωB97M-V functional and the def2-TZVPD basis, the Open Molecules 2025 dataset).

```
20
Properties=species:S:1:pos:R:3:forces:R:3
C -0.74035 2.56978 0.84501 1.0 -1.0 -1.3
C -1.47557 -2.38153 1.34908 -1.2 0.9 1.0
C -0.20133 -0.19510 -2.10678 -0.1 -0.4 -3.3
O 4.27231 -0.59228 -1.50561 -0.3 -0.4 -0.2
O 4.52759 1.14040 0.13271 -0.3 0.1 0.4
O 0.71711 -0.35074 0.74593 0.6 0.0 0.0
O -1.43211 1.35149 0.95550 -0.8 1.0 0.9
O -2.00720 -1.05669 1.21149 1.5 0.3 -0.6
O -1.20184 -0.19947 -1.18480 -0.1 -0.2 1.9
Si -0.77968 -0.07300 0.47139 -2.2 -0.8 -0.2
S 3.86756 -0.08301 -0.22793 0.3 0.3 -0.1
H -0.44132 2.99887 1.81566 -0.6 0.0 -0.1
H -1.38284 3.28780 0.22546 1.3 -0.7 0.7
H 0.25023 2.20980 0.39523 -0.9 1.7 0.0
H -2.15862 -2.91270 2.08029 1.0 0.3 -0.7
H -0.44830 -2.23204 1.71459 -0.2 -1.0 0.0
H -1.52785 -2.85837 0.37590 0.3 -0.5 -0.1
H -0.32100 0.76826 -2.71895 0.5 -1.3 0.3
H -0.34805 -1.12973 -2.81839 0.3 1.8 0.9
H 0.83125 -0.26173 -1.75578 -0.1 0.1 0.4
```
Positions in Å, forces in eV/Å.

Summary:
Lowest unoccupied orbital energy (Eh): 0.0768
HOMO-LUMO gap (eV): 7.5
M (g/mol): 201.252
Total charge: -1
Relative energy (zero: lowest compared OMol25 entry of this formula, charge and spin) (eV): 0.000